Record 1
# C21H15AlCl2N3O3SbSe4

A structure of composition C21H15AlCl2N3O3SbSe4 (the ωB97M-V functional and the def2-TZVPD basis, the OMol25 dataset).

Summary:
E_HOMO = -0.731 eV
Net charge = -2
Gap between HOMO and LUMO = 4.09 eV
2S+1 = 1
F_max = 0.88 eV/A

Each line ends with the Löwdin charge.
Atoms and positions in Å:
Al (0.55459, 0.32007, -0.52283)  -0.3140
C (-0.24603, 1.88447, 3.41025)  -0.0226
C (-0.01015, 1.66132, 1.95974)  -0.2543
N (0.14301, 0.51798, 1.41172)  0.0185
N (0.03565, -0.65304, 2.10759)  0.1283
C (0.27948, -1.62675, 1.26559)  -0.4003
O (0.49610, -1.46790, 0.00030)  -0.0097
C (0.28409, -3.01174, 1.80042)  -0.1282
C (0.34495, -4.08574, 0.92155)  -0.0179
C (0.33317, -5.38592, 1.40838)  -0.0982
C (0.26862, -5.61504, 2.77533)  -0.1149
C (0.22728, -4.53938, 3.65601)  -0.0920
C (0.23849, -3.24133, 3.17270)  -0.0230
C (0.02490, 2.75544, 0.96159)  -0.2528
C (-0.10682, 4.10132, 1.29116)  -0.1009
C (-0.12611, 5.03697, 0.28090)  -0.0766
C (0.01349, 4.62075, -1.04049)  -0.0555
C (0.16231, 3.27406, -1.28917)  -0.1010
N (0.14783, 2.36271, -0.31537)  0.0612
H (-0.50712, 0.93855, 3.87936)  0.0702
H (0.69042, 2.24788, 3.84254)  0.0625
H (-1.03886, 2.61741, 3.57427)  0.0751
H (0.41906, -3.88232, -0.13817)  0.1142
H (0.38885, -6.22040, 0.71934)  0.0913
H (0.26973, -6.62959, 3.15701)  0.0878
H (0.20722, -4.71516, 4.72504)  0.0934
H (0.24772, -2.38851, 3.83734)  0.1083
H (-0.14292, 4.39150, 2.33028)  0.1002
H (-0.20944, 6.08995, 0.51876)  0.1023
H (0.03550, 5.32671, -1.85895)  0.0971
H (0.33398, 2.89094, -2.28810)  0.1190
Cl (-3.76070, -1.05524, -6.34351)  0.6105
C (-2.55383, -0.68523, -5.13246)  -0.6745
C (-1.22097, -0.50306, -5.53522)  -0.1290
C (-0.24848, -0.21279, -4.62014)  -0.5692
Cl (1.38400, 0.01357, -5.12048)  0.7333
C (-0.54346, -0.08540, -3.22071)  -0.3177
O (0.38540, 0.18131, -2.39402)  -0.0410
C (-1.90349, -0.26864, -2.86809)  -0.1099
C (-2.29185, -0.11120, -1.49430)  -0.1213
O (-1.54352, 0.18287, -0.57699)  0.0877
C (-2.89437, -0.56909, -3.81791)  -0.0748
H (-0.95761, -0.59417, -6.58053)  0.1015
H (-3.35875, -0.25810, -1.26524)  0.1375
H (-3.92102, -0.70379, -3.49872)  0.1112
Se (2.92351, 3.55675, 2.15071)  -0.1610
Sb (3.99163, 1.41938, 1.52133)  -0.3631
Se (2.90423, 0.89262, -0.74397)  0.2115
Se (3.49836, -0.44136, 3.04007)  -0.3173
Se (6.35195, 1.66635, 0.94608)  -0.3821

Force components x, y, z for each atom (eV/Å):
Al 0.7586 0.4182 0.1726
C 0.0723 -0.0864 0.0058
C 0.0373 0.0084 -0.1402
N -0.0173 0.0262 0.0030
N 0.0423 -0.1154 -0.0530
C -0.0056 0.0299 0.0789
O -0.0516 -0.0531 -0.1373
C -0.0543 0.0497 -0.0353
C -0.0030 -0.0468 0.0110
C 0.0060 0.0189 -0.0165
C -0.0014 0.0167 0.0187
C 0.0067 -0.0166 -0.0122
C 0.0479 0.0064 0.0120
C 0.0023 0.0389 -0.1438
C -0.1094 0.0976 -0.0565
C -0.1066 0.0319 0.1170
C 0.0388 -0.1458 -0.0493
C 0.1657 0.1663 -0.0830
N -0.3801 -0.2206 0.2122
H 0.0184 0.0135 -0.0184
H -0.0196 0.0620 0.0081
H 0.0414 0.0236 -0.0065
H -0.0106 -0.0003 0.0005
H -0.0032 0.0012 0.0044
H 0.0000 0.0026 -0.0011
H 0.0005 0.0026 -0.0103
H -0.0099 0.0029 -0.0009
H 0.0059 -0.0065 -0.0087
H 0.0098 -0.0077 0.0004
H 0.0047 -0.0015 0.0023
H -0.0179 -0.0065 0.0116
Cl 0.0278 0.0070 0.0331
C 0.0578 0.0045 -0.0436
C -0.0447 -0.0276 -0.1161
C -0.0783 0.0110 0.1648
Cl 0.0321 0.0057 -0.0200
C 0.0557 -0.0645 -0.2133
O -0.0102 0.0599 0.1932
C -0.1189 -0.0178 0.0670
C -0.0684 -0.0352 -0.1803
O -0.0898 0.0248 0.2626
C 0.0113 -0.0078 -0.0183
H -0.0035 0.0018 0.0084
H -0.0809 0.0019 -0.0222
H 0.0096 0.0081 0.0187
Se 0.0422 -0.0504 0.1651
Sb 0.1255 -0.1133 0.0651
Se -0.1401 -0.3045 -0.2352
Se -0.0960 0.1567 -0.0181
Se -0.0992 0.0295 0.0037

---

Record 2
# C19H28BBaN7Si

A structure of composition C19H28BBaN7Si at a distorted geometry (the ωB97M-V functional and the def2-TZVPD basis, the OMol25 dataset).

Summary:
E_HOMO (spin up / spin down) = -5.768 / -6.268 eV
Net charge = 0
Gap between HOMO and LUMO (spin up / spin down) = 4.63 / 4.26 eV
ΔE to the lowest compared entry with this formula, charge and spin = 53.27 kJ/mol
2S+1 = 1
F_max = 7.52 eV/A

Each line ends with the Löwdin charge.
Atoms and positions in Å:
H (0.19857, 3.05243, 0.18281)  0.0842
N (0.30242, 1.72985, -1.48189)  0.0232
B (0.72628, 0.70196, -3.77504)  -0.5054
N (0.75311, 1.91147, -2.78087)  -0.0443
C (1.18436, 3.16785, -2.96906)  -0.0958
Ba (-1.52246, -0.82797, -0.50323)  1.7291
H (1.56592, 3.47330, -3.93519)  0.1143
C (1.04541, 3.85110, -1.75545)  -0.0832
H (1.27796, 4.89143, -1.56475)  0.0800
C (0.49122, 2.90635, -0.85866)  -0.1699
H (1.14436, 1.04583, -4.84392)  0.1120
C (-0.63809, -3.35111, -0.67660)  -0.4111
H (-1.74176, -3.45418, -0.67541)  -0.1228
H (-0.08835, -3.90150, 0.10559)  -0.0769
H (-0.25580, -3.61594, -1.69276)  -0.0568
N (-0.70607, 0.13083, -3.81469)  0.0280
N (1.67934, -0.36641, -3.15593)  -0.0479
N (-1.39968, -0.23380, -2.60953)  -0.3619
N (1.32568, -0.92008, -1.93674)  0.0179
C (-1.50489, -0.12478, -4.89472)  -0.0310
C (2.86061, -0.84259, -3.57073)  -0.1069
H (-1.15551, 0.08136, -5.88935)  0.1214
H (3.28798, -0.50092, -4.51522)  0.1177
C (-2.71239, -0.66086, -4.41733)  -0.0586
C (3.33547, -1.72772, -2.61099)  -0.0777
C (-2.62240, -0.62932, -3.02457)  -0.2668
C (2.33221, -1.75512, -1.60026)  -0.1625
H (-3.57312, -0.96309, -4.99863)  0.0955
H (4.23999, -2.31115, -2.63959)  0.0773
H (-3.39808, -0.88079, -2.29706)  0.0700
H (2.28367, -2.35193, -0.70313)  0.0810
H (-2.84239, 1.15981, -0.42084)  0.0433
C (-2.47162, 1.71756, 1.38055)  -0.2612
Si (-1.58917, 1.03019, 2.91469)  0.3671
C (-0.99800, 2.44524, 3.99270)  -0.1637
C (-2.72503, -0.05226, 3.92928)  -0.1667
N (-0.25096, 0.10548, 2.32170)  -0.0166
C (0.78021, -0.53705, 2.85045)  -0.3546
C (1.84990, -0.98732, 1.98918)  0.0046
C (2.78049, -1.91464, 2.43985)  -0.0683
C (2.76367, -2.33780, 3.77652)  -0.0693
C (1.83811, -1.79846, 4.67747)  -0.0797
C (0.88117, -0.88207, 4.24826)  -0.0093
H (-3.29229, 2.34581, 1.74267)  0.0481
H (-3.00966, 0.95175, 0.67641)  -0.0917
H (-1.79200, 2.36678, 0.81437)  0.0170
H (-1.86648, 2.96156, 4.42747)  0.0366
H (-0.35334, 2.09674, 4.81257)  0.0315
H (-0.41526, 3.16862, 3.40507)  0.0338
H (-3.27399, -0.76182, 3.29466)  0.0314
H (-2.16700, -0.63958, 4.67106)  0.0269
H (-3.44906, 0.57694, 4.46487)  0.0367
H (1.87213, -0.58605, 0.97193)  0.1014
H (3.52502, -2.30750, 1.73189)  0.1133
H (3.48412, -3.09316, 4.12079)  0.1126
H (1.84984, -2.10290, 5.73171)  0.1098
H (0.15562, -0.45035, 4.93759)  0.0948

Force components x, y, z for each atom (eV/Å):
H 0.2062 -0.1678 -0.4011
N 0.3267 0.9704 -0.3377
B 0.8975 0.0439 1.3185
N -0.8977 -0.4468 1.1156
C -0.1319 0.1278 0.9979
Ba 2.2094 -1.2218 4.3836
H -0.0494 0.0273 0.2125
C -0.0431 -0.0660 -0.2810
H 0.0148 -0.2260 -0.0239
C 0.1208 -0.2521 -1.2921
H -0.2650 -0.0461 -0.1749
C 0.3556 0.3459 -0.5080
H 0.1321 -0.8038 0.2583
H -0.6159 -0.0400 -0.2516
H -0.2713 0.1851 0.7349
N -2.2708 -1.0424 0.8372
N -0.9292 -0.4992 1.2212
N 0.2784 1.8785 -7.2780
N 1.0680 -0.5068 -0.4638
C 0.0547 -0.3285 2.3975
C 0.3189 -0.1349 0.1566
H 0.0333 -0.0266 -0.0955
H -0.1432 -0.2137 0.4118
C 0.0162 0.6347 -0.3856
C -0.4750 -0.0306 0.3031
C 0.9460 -0.0833 -0.7870
C -0.2688 1.1422 -1.6822
H 0.1799 0.0971 0.0568
H 0.0466 0.0689 -0.0473
H 0.1341 -0.0803 -0.4349
H -0.1080 0.0307 -0.0205
H -0.7159 -0.0188 -1.7064
C -0.2218 -0.0067 1.5696
Si 0.2303 -0.2049 0.2874
C 0.0817 0.1989 -0.1123
C -0.2703 -0.1078 -0.0232
N 0.4912 -0.0128 -0.4243
C 0.0029 0.0677 0.0750
C -0.0264 -0.4034 0.1078
C -0.0793 0.4255 -0.4753
C 0.2134 -0.3065 -0.0420
C -0.5993 0.5116 0.2700
C 0.3745 -0.4291 -0.0612
H -0.0569 0.0455 -0.1456
H 0.6251 1.0583 1.1689
H -0.2214 -0.3561 -0.1531
H 0.2536 -0.0500 -0.0836
H -0.2082 0.0204 -0.1907
H -0.1567 -0.1050 0.1671
H 0.0316 0.1205 0.1960
H -0.1175 0.1791 -0.1736
H 0.0382 -0.2186 -0.1109
H -0.0712 -0.3055 0.2372
H -0.3293 0.2270 0.4659
H -0.3660 0.4262 -0.1719
H 0.0567 0.1317 -0.4999
H 0.1713 -0.2230 -0.1113

---

Record 3
# C3H7N3S

The molecule C3H7N3S at a distorted geometry (the ωB97M-V functional and the def2-TZVPD basis, the OMol25 dataset).

Summary:
E_HOMO (spin up / spin down) = -8.752 / -6.640 eV
Net charge = 0
Gap between HOMO and LUMO (spin up / spin down) = 9.55 / 6.26 eV
ΔE to the lowest compared entry with this formula, charge and spin = 544.69 kJ/mol
2S+1 = 1
F_max = 5.39 eV/A

Each line ends with the Löwdin charge.
Atoms and positions in Å:
C (-2.39467, 0.81121, 1.37928)  -0.3526
C (-1.71798, 1.72023, 0.33125)  -0.4817
C (1.91905, -1.45799, -0.47372)  -0.0932
N (-2.10920, -0.37102, 1.73738)  0.1469
N (0.23107, 0.28672, -0.54949)  -0.4181
N (0.65753, -0.88596, -0.88318)  -0.2530
S (-1.22161, 0.78860, -1.13006)  0.8287
H (-3.31063, 1.39347, 1.82097)  0.1287
H (-2.25211, 2.55578, 0.10069)  0.0180
H (-0.82710, 2.25775, 0.72175)  0.0890
H (2.20092, -1.06007, 0.49180)  0.0800
H (1.72516, -2.55204, -0.21464)  0.1012
H (2.70086, -1.52563, -1.13372)  0.0370
H (0.18501, -1.49313, -1.67511)  0.1692

Force components x, y, z for each atom (eV/Å):
C -0.7929 -0.1257 0.9067
C 2.4119 -2.2612 0.9773
C -2.4360 -1.8660 3.0191
N -0.5182 2.5489 -0.7463
N 0.9143 1.4893 1.3361
N -0.6833 -4.0022 -3.5387
S -0.6247 0.4827 -0.4425
H 1.2775 -1.3439 -0.2663
H -2.4285 1.8176 -1.0397
H -0.0052 -1.0262 0.1094
H 0.2809 0.5275 -0.0220
H -0.0412 1.1354 -0.3428
H 1.8108 0.7249 -1.9883
H 0.8346 1.8989 2.0381